Entry 1:
Computed, not measured: a cluster of 11 separate species, C39H78O11P in total, with ωB97M-V/def2-TZVPD.

The value obtained for the HOMO energy is -10.44 eV. Its spin multiplicity is 1. Its total charge is +1. As for the gap between HOMO and LUMO: 8.51 eV.

Each line ends with the Mulliken charge.
Element x y z (Å)
C -7.41180 -0.50316 1.39541  0.77
H -8.43041 1.36663 1.24890  0.26
H -4.24995 -10.56031 1.42131  0.31
C -6.53585 6.16492 5.20601  0.87
C -5.53388 5.53172 6.13955  -0.96
H -0.94598 -8.69421 2.68766  0.36
H -4.63586 5.26321 5.58785  0.16
C 1.67262 -7.71235 3.19463  -1.14
C -7.84854 6.60021 5.80645  -1.17
C -0.37046 9.35936 -0.75780  -1.19
H -0.66079 -3.11154 -0.03117  -0.13
C 5.33789 -3.71771 -1.17543  -0.04
H 2.93700 -3.23661 0.38715  0.66
H -4.03943 4.09661 0.04821  0.33
H -1.27061 9.52628 -1.35151  0.33
H 1.17692 4.56131 -0.93673  0.28
C -3.26084 -0.50338 1.71628  -0.93
C 5.01553 -4.63290 0.02667  -0.93
H 1.37681 -5.17508 -1.94652  0.13
H 3.85078 3.63924 -2.45570  0.24
H 6.57611 -0.33884 -1.67780  0.32
H -3.89607 -0.94537 0.95400  0.23
H -2.95080 5.29430 3.49552  0.26
C 6.88683 5.61578 -2.20370  0.88
H 6.14138 0.02125 -5.35585  0.13
H -0.54856 -4.86576 0.35380  0.04
C 0.24698 8.03040 -1.11712  0.86
H -4.73649 -7.71092 -1.06727  0.42
H 1.92922 0.65723 -5.57353  0.29
H 1.69659 -8.79788 3.09249  0.36
O 2.88474 2.19981 0.08926  -0.64
H -5.47056 3.81365 1.05944  0.32
C 3.11274 2.88547 -2.17226  -0.86
O -3.03027 2.91602 2.71081  -0.58
C -2.00414 -4.62241 -2.54606  0.07
H 1.42421 8.59156 -2.81908  0.34
H 1.10487 6.85165 -2.67842  0.15
O -1.56730 -0.66150 0.05062  -0.66
H 6.99004 5.07983 -0.14056  0.28
C -0.46976 -4.11254 -0.43118  0.72
H -8.47585 7.03771 5.03345  0.32
H 1.39378 -2.93213 -1.80091  0.21
O 7.21461 -2.30191 -1.91088  -0.44
C 0.67622 7.84354 -2.55248  -0.96
H -4.39316 2.46314 0.65329  0.17
C -3.56948 5.22963 2.60237  -1.02
O 0.39412 7.15673 -0.29439  -0.51
O -6.29795 6.31738 4.02884  -0.57
H -8.13574 -2.26136 2.38602  0.33
C 2.71025 3.07701 -0.72971  0.83
H -7.67391 7.34082 6.58824  0.33
H -1.06715 -7.35887 3.84840  0.37
H -3.14221 5.86774 1.82659  0.37
C -4.17977 -10.02942 0.47489  -1.20
C 2.78529 0.42774 -6.20414  -1.19
C -0.86569 -7.61293 2.80686  -1.05
O -3.85956 -8.12337 1.85884  -0.55
H 3.54723 1.89981 -2.29794  0.18
H 1.57146 -7.46114 4.25105  0.34
H 5.75948 -1.28763 -2.95049  0.24
H 5.74125 -5.44566 0.03000  0.43
H 7.52600 3.80367 -1.25203  0.26
H 5.52712 0.80936 -6.82290  0.38
H 5.66497 -4.34226 -2.00896  0.32
H 2.78599 5.20959 -0.56930  0.29
H -3.65811 -6.63866 -0.15292  0.23
H 2.61651 -0.52613 -6.70658  0.34
H 8.54540 5.80620 -3.55016  0.36
H -0.74495 -0.32950 3.00860  0.31
C 7.53646 4.87784 -1.05888  -1.06
H -4.57816 5.57343 2.84009  0.16
C -0.85729 0.28538 2.11360  -1.03
C 3.61783 -5.24439 -0.14590  -0.82
H 6.95110 6.03355 -4.29601  0.29
H -2.98373 -7.98616 -1.09466  0.31
H -0.18291 7.95099 -3.21667  0.33
C 6.42548 -2.70155 -0.81670  -0.80
P 1.25540 -4.10692 -1.05056  -0.10
C 0.50971 -7.15217 2.42286  0.76
H 0.10564 0.37151 1.61216  0.29
H -9.29102 0.13942 2.20078  0.33
H -3.35558 -10.44293 -0.10892  0.32
H -8.09691 -2.37901 0.61570  0.34
H 4.41133 -3.22389 -1.49532  0.12
O -6.32118 0.01981 1.38505  -0.46
H -3.66941 0.46642 2.00144  0.16
C 7.51314 5.45355 -3.56762  -1.13
H 3.52523 -5.54240 -1.19417  0.40
H -8.36202 5.74198 6.24257  0.32
H 5.94377 -1.84870 -0.32687  0.34
C -1.86617 -0.33127 1.18325  1.00
H -1.20084 1.27992 2.40339  0.23
H 3.51349 -6.16608 0.42620  0.30
H 2.23845 2.97131 -2.81988  0.35
H -5.95905 4.63300 6.58877  0.32
H 7.42347 -0.68994 -3.18853  0.28
C -4.43231 3.52465 0.89032  -0.96
H -2.44117 -4.82804 -3.49467  0.46
C 2.51168 -4.23336 0.26296  -0.56
H -0.63201 9.36511 0.29767  0.30
H 7.50247 4.40239 -3.86114  0.29
C -3.61524 3.80445 2.12742  1.00
O 5.90786 6.30522 -2.03647  -0.55
H 2.60554 -7.29768 2.81734  0.23
H -3.24720 -1.15191 2.59490  0.43
C -7.56744 -2.00145 1.49178  -1.06
C 5.32368 0.04438 -6.07223  -0.99
H 2.89296 1.20784 -6.95900  0.36
H 5.07488 -4.05992 0.95332  0.40
C -3.94519 -8.56267 0.73433  0.88
H -5.27031 6.23184 6.93361  0.34
C 2.08756 4.39759 -0.36049  -0.96
H 8.56993 5.20671 -0.93976  0.37
C 6.71773 -1.08599 -2.46280  -0.64
H -5.10795 -10.16676 -0.08151  0.36
O 0.67640 -6.35194 1.51790  -0.42
H 0.33710 10.16582 -0.95604  0.34
H 5.25476 -0.92500 -6.56843  0.35
H -9.25208 0.02213 0.43051  0.33
H 7.09449 -3.15952 -0.08182  0.37
C -1.34870 -4.41745 -1.56359  -0.79
H -1.60907 -7.13280 2.17708  0.12
C -3.82236 -7.66542 -0.47376  -1.06
H 1.99725 -4.56104 1.16144  0.50
H -6.58572 -2.46717 1.54484  0.23
H 1.84078 4.40462 0.69836  0.33
C -8.67946 0.31004 1.31349  -1.10
O 3.99429 0.53646 -4.16123  -0.47
C 4.03154 0.35313 -5.35752  0.80



Entry 2:
Computed, not measured: a cluster of 13 separate species, C39H78O17 in total in a non-equilibrium geometry, with ωB97M-V/def2-TZVPD.

The value obtained for the HOMO energy is -9.10 eV. Its energy above the lowest of the compared OMol25 structures with the same formula, charge and spin is 0.0 kJ/mol. Its spin multiplicity is 1. As for the gap between HOMO and LUMO: 9.50 eV.

Each line ends with the Mulliken charge.
Element x y z (Å)
O -4.87596 3.40302 0.10726  -0.55
C -1.54551 2.90062 1.30463  -0.79
C 3.40674 5.26296 2.28941  -1.28
H -4.39568 -8.86826 -2.15214  0.32
O -5.54669 -2.35527 0.30684  -0.55
C -4.71737 -8.33315 -3.04559  -0.67
C 3.35092 1.06202 -3.52493  0.90
C 4.58455 -2.43680 3.86408  -0.61
H 1.31233 -3.42398 0.86213  0.19
H -7.61631 2.61132 0.86170  0.29
H -4.65455 -2.25441 -1.94263  -0.42
O -4.37578 -6.95578 -3.06102  -0.30
H -1.13630 -4.89847 -3.10251  0.40
H 2.35355 -1.36465 0.80192  -0.34
C -1.83041 -4.67079 -2.29352  -0.73
C -3.73810 -1.01986 -4.83650  -1.13
H -6.94661 4.26874 0.94202  0.33
O -3.06085 -5.27056 -2.59726  -0.09
H 1.20464 -5.00528 0.18899  0.39
H -5.94149 -3.44596 -2.36960  0.33
H 3.46020 4.74479 3.24688  0.23
C -4.98119 1.49412 1.56718  -0.57
C -6.27793 -2.37780 -0.64370  0.76
H 0.99050 5.10177 -1.71185  0.21
C 4.84390 -0.38808 5.40936  -0.96
C -0.23393 -0.72286 -0.16924  0.60
H 6.11137 -1.79493 -0.92316  0.54
H -1.65534 2.46426 3.87219  0.17
C 3.74849 2.14516 -4.48529  -1.53
H 0.85646 2.64104 7.19668  0.31
C 1.01380 3.30206 6.34439  -1.17
H -4.20099 -0.64467 -3.92378  0.18
H -6.16348 -1.76208 -2.77552  0.42
C 5.72442 -0.51308 0.78713  0.63
H 2.67190 6.06801 2.28951  0.31
O 2.14334 4.44209 0.52879  -0.46
C -6.88836 3.25950 1.34961  -1.19
H 7.79717 -0.64622 0.63728  0.41
C 1.84443 2.68895 5.19654  0.62
O 0.32368 -0.91023 -1.28621  -0.17
H 5.66379 -0.14621 4.73306  0.15
C -2.57776 -0.66183 -0.86643  0.04
C -1.52354 0.44605 -4.24022  -0.01
C 1.16438 1.93397 4.08901  0.21
C 5.53039 -0.90033 -0.69902  -0.24
H 3.02474 -0.77344 -4.48344  0.50
O 3.04714 2.93622 5.13443  -0.58
H 5.97834 -0.11756 -1.31115  0.44
O 4.80409 0.02749 1.41302  -0.29
H -3.93629 -2.08915 -4.91035  0.31
C -5.51638 2.76238 0.94794  1.00
H 7.01034 -1.78897 1.62349  0.35
H -8.28571 -1.39459 -0.81532  0.32
H -2.41237 -0.10741 -1.79021  0.03
H 1.46307 -3.04385 -1.65361  -0.26
H 5.48610 -2.86360 4.30358  0.39
O 2.70831 -0.88437 4.46339  -0.57
H 2.20875 0.05234 1.86671  -0.43
H -1.63331 1.82642 1.46735  0.21
H 1.82108 -0.54421 -3.16269  -0.22
H 2.94127 2.59566 -5.06282  0.35
O 3.79871 1.04464 -2.39323  -0.40
H 1.97665 1.46416 3.53440  -0.50
H 4.38050 5.72181 2.11806  0.41
H 0.06538 3.60333 5.89959  0.23
H -0.47363 3.06444 1.19358  0.28
C -0.08821 5.05889 -1.86231  -0.99
H -8.24297 -3.05551 -1.23992  0.39
H -2.88110 -1.66696 -1.15935  -0.09
H -4.30073 -8.81231 -3.93154  0.29
H -1.95932 3.16068 0.33035  0.57
H -3.35586 2.77723 3.57868  0.00
H -3.98102 1.26043 1.20230  -0.35
O -2.39874 5.05184 2.23495  -0.64
H 4.27098 2.88344 -3.87698  0.36
C 3.90592 -1.25654 4.59962  0.92
H -5.80641 -8.36850 -3.07475  0.23
H 1.55223 2.73701 -1.84868  0.25
H 1.40555 4.23358 6.75294  0.36
H 2.91975 -3.64832 -2.49089  0.59
H 7.31691 -0.20460 2.33698  0.29
H 3.90031 2.34446 1.94398  -0.05
H 0.65148 2.57173 3.36907  -0.11
H -1.75686 -3.58495 -2.23320  0.04
O 4.17312 -4.11335 -0.09735  -0.60
C 1.83656 -0.41757 0.95634  1.01
H -3.42408 -0.10072 -0.47020  0.11
C 2.99709 -3.97630 -0.40048  0.69
H 5.06102 3.36853 1.07217  0.49
H 5.27803 -0.91162 6.26115  0.42
C 2.54265 -3.17680 -1.58338  0.55
H 0.60825 1.16985 4.63209  0.47
C 0.50186 2.45662 -1.92734  1.05
H 2.36091 -4.61423 1.59357  0.28
C 3.13501 4.24404 1.22330  0.64
C -5.72616 -2.43132 -2.03459  -0.16
H 2.15204 0.09005 0.04481  0.12
C 1.90815 -4.31158 0.64937  -1.03
H 4.35752 0.53918 5.71223  0.17
C 7.03908 -0.71908 1.41708  -1.40
O -1.54037 -0.60904 0.10670  -0.51
H -1.28273 -4.96047 -1.39672  0.42
H -0.44368 5.77534 -2.60288  0.40
H -5.61976 0.69623 1.18812  0.39
O -2.22787 -7.41365 -2.26728  -0.58
H -0.59294 5.31585 -0.93101  0.20
O 0.42110 -0.54468 0.93465  -0.41
H 4.48036 -1.03226 -0.96004  -0.93
H 3.79725 2.41333 0.22341  -0.20
C -2.38388 3.25599 3.69760  -0.72
H 1.63280 0.17671 -4.73979  0.28
C 2.36975 -0.06641 -3.97434  -0.61
C -7.80546 -2.33586 -0.54797  -1.26
H -6.86733 3.18601 2.43693  0.36
H -4.31314 -0.58869 -5.65596  0.43
C -3.12922 -6.62223 -2.61915  0.64
O -1.22085 3.54740 -3.24364  -0.62
H 3.07583 -2.22621 -1.59772  -0.66
H -4.89462 1.55687 2.65192  0.35
C -2.20108 -0.75642 -4.95368  0.46
C -2.07241 3.87367 2.39538  0.61
C -0.37959 3.67336 -2.34239  0.55
H -0.90102 1.02597 -4.92159  0.62
H -8.03122 -2.73939 0.43909  0.34
O -1.49998 -1.44825 -5.69004  -0.61
H -2.34641 1.08696 -3.92362  0.38
H 4.69951 -2.12364 2.82638  -0.20
H 0.21829 2.03080 -0.96486  -0.54
H -2.32957 4.04940 4.44302  0.30
H 0.32743 1.66743 -2.65868  -0.58
C 4.02840 3.02052 1.09862  -0.05
H 4.54059 1.71219 -5.09620  0.41
H 3.84171 -3.23330 3.82080  0.30
H -0.97610 0.09857 -3.36405  -0.59